No. 1
Here is C16H39N4PPt as an isolated structure at a distorted geometry from the Open Molecules 2025 dataset. Energies are from ωB97M-V with the def2-TZVPD basis set.

Each line ends with the Mulliken charge.
Positions of all 61 atoms, in Å:
Pt -0.57352 1.67701 -0.29905  1.08
C -0.09202 0.53041 2.37975  -1.24
C -1.26502 -0.35369 1.91315  -0.39
N -1.80202 -0.01319 0.57995  -0.22
C -3.20292 0.44641 0.53295  -0.85
C -3.30772 1.97151 0.64485  -0.63
N -2.61792 2.61511 -0.48325  -0.34
C -2.47602 4.07371 -0.35755  -0.62
C -1.27372 4.46771 0.51365  -0.74
C 0.05258 4.70931 -0.22625  -0.66
N 0.59948 3.50891 -0.89415  -0.29
C 2.00148 3.20011 -0.57175  -0.97
C 2.10108 2.33691 0.69325  -0.57
N 1.45998 1.02751 0.47875  -0.29
C 1.25828 0.23921 1.70305  0.19
H 0.03158 0.35421 3.44875  0.55
H -0.34932 1.59181 2.25765  0.22
H -2.07112 -0.25799 2.64625  0.45
H -0.92562 -1.39429 1.91945  0.36
H -1.69762 -0.81399 -0.03885  0.10
H -3.79742 -0.00349 1.33455  0.44
H -3.64242 0.13391 -0.41785  0.44
H -2.84652 2.29631 1.58195  0.35
H -4.36702 2.24911 0.66905  0.48
H -3.12592 2.40121 -1.34025  0.31
H -3.38902 4.49531 0.07575  0.34
H -2.36482 4.49661 -1.35625  0.47
H -1.11972 3.69701 1.27915  0.20
H -1.50862 5.39691 1.03445  0.44
H 0.77468 5.05491 0.52075  0.40
H -0.07812 5.51741 -0.95195  0.46
H 0.49468 3.61011 -1.90225  0.41
H 2.57978 4.11721 -0.42255  0.44
H 2.44418 2.65991 -1.41135  0.46
H 1.58618 2.84821 1.51025  0.42
H 3.15328 2.21501 0.97295  0.46
H 2.02698 0.49141 -0.17525  0.16
H 2.06748 0.44001 2.41365  0.39
H 1.29788 -0.82299 1.44425  -0.37
C 1.63528 -3.96579 1.58195  -1.29
C 2.04778 -3.49409 0.19335  -0.77
P 0.71758 -2.55719 -0.70775  0.63
C 1.29218 -2.37709 -2.47485  -0.70
C 2.53438 -3.15199 -2.89655  -1.32
C -0.73112 -3.71559 -0.84925  -0.77
C -0.35832 -5.08999 -1.38985  -1.30
H 2.45338 -4.53669 2.01395  0.39
H 0.76438 -4.61629 1.53905  0.29
H 1.42428 -3.14329 2.26315  0.25
H 2.31528 -4.35749 -0.42265  0.54
H 2.92848 -2.84889 0.25405  0.44
H 1.45668 -1.31099 -2.65375  0.39
H 0.43998 -2.66989 -3.09395  0.45
H 3.40088 -2.91209 -2.28495  0.31
H 2.76448 -2.87769 -3.92455  0.43
H 2.36858 -4.22599 -2.86495  0.27
H -1.44262 -3.23249 -1.52675  0.52
H -1.20292 -3.80529 0.13145  0.39
H 0.14278 -5.01739 -2.35155  0.27
H -1.26842 -5.66889 -1.53295  0.43
H 0.28148 -5.63549 -0.70235  0.29

Net charge = +2
2S+1 = 1


No. 2
Here is C16H40B2MgO8S4 as an isolated structure at a distorted geometry from the Open Molecules 2025 dataset. Energies are from ωB97M-V with the def2-TZVPD basis set.

Each line ends with the Mulliken charge.
Positions of all 71 atoms, in Å:
Mg -19.26061 3.88333 0.37863  1.07
B -17.32471 6.31145 1.52725  0.44
H -16.75223 5.82456 0.75301  -0.25
H -16.86571 7.17440 1.98428  -0.09
H -18.17254 6.62482 0.93800  -0.28
H -17.65727 5.64864 2.31104  -0.31
B -18.21853 0.86244 1.59720  0.42
H -17.83889 -0.14574 1.65788  -0.13
H -19.05962 0.84206 0.92163  -0.35
H -18.59341 1.16859 2.56155  -0.22
H -17.43844 1.53522 1.27615  -0.28
C -22.76696 -3.26008 -0.52039  -0.65
C -23.29782 -3.52606 -1.98309  -0.58
C -24.06895 -2.33602 -2.59572  -0.60
S -24.17383 -1.04297 -1.22675  1.00
O -25.60580 -0.60435 -1.26362  -0.65
O -23.06277 -0.16657 -1.45229  -0.57
C -23.68349 -2.19059 0.16040  -0.74
H -21.75916 -2.84511 -0.50521  0.29
H -22.58226 -4.12957 0.11046  0.41
H -23.96126 -4.38323 -1.86828  0.28
H -22.47560 -3.81841 -2.63622  0.29
H -25.09133 -2.64461 -2.81400  0.31
H -23.62106 -1.86363 -3.46998  0.39
H -24.69499 -2.56039 0.32838  0.33
H -23.29143 -1.54406 0.94551  0.48
C -15.16716 -0.90948 -4.55831  -0.64
C -14.81490 0.03906 -5.76652  -0.60
C -15.74671 1.29399 -5.68905  -0.69
S -17.24465 0.91096 -4.65377  1.06
O -18.33712 0.70718 -5.59434  -0.64
O -17.34096 1.83702 -3.52000  -0.61
C -16.65243 -0.75891 -4.10545  -0.61
H -14.56918 -0.63192 -3.69027  0.29
H -14.88164 -1.94755 -4.72860  0.37
H -15.01284 -0.48238 -6.70303  0.28
H -13.75215 0.28122 -5.76464  0.35
H -16.13183 1.84144 -6.54934  0.43
H -15.18645 1.98491 -5.05908  0.30
H -17.26867 -1.57136 -4.49054  0.34
H -16.81386 -0.79815 -3.02819  0.36
C -21.29983 7.21570 -5.80285  -0.53
C -22.50972 6.40500 -6.33074  -0.63
C -23.44769 6.04398 -5.11921  -0.63
S -22.78280 6.96183 -3.62308  0.98
O -21.78625 6.11535 -2.93380  -0.60
O -23.76390 7.71308 -2.81174  -0.63
C -21.84066 8.12566 -4.72410  -0.70
H -20.80146 7.62894 -6.67977  0.35
H -20.61830 6.49835 -5.34568  0.29
H -22.31489 5.46057 -6.83887  0.30
H -23.11020 6.95954 -7.05185  0.32
H -23.66755 5.00108 -4.89089  0.44
H -24.40365 6.54435 -5.27368  0.31
H -21.07941 8.62901 -4.12808  0.39
H -22.55776 8.86921 -5.07195  0.33
C -22.18346 5.91044 7.29813  -0.63
C -21.70968 4.51809 7.86171  -0.63
C -21.24872 3.70610 6.69015  -0.65
S -22.63531 4.04580 5.45739  1.01
O -23.66623 3.04516 5.48941  -0.62
O -21.98114 4.31783 4.18787  -0.61
C -23.28425 5.60030 6.24235  -0.65
H -21.42150 6.59360 6.92287  0.33
H -22.70719 6.43081 8.10001  0.31
H -22.57692 4.08981 8.36426  0.30
H -21.04554 4.48426 8.72535  0.37
H -21.15106 2.62423 6.78023  0.42
H -20.29056 4.14701 6.41516  0.33
H -24.21270 5.36973 6.76477  0.36
H -23.35564 6.34581 5.45037  0.36

2S+1 = 1
Energy relative to the best compared isomer or geometry (same formula, charge and spin) = 1076.82 kJ/mol


No. 3
Here is a 5-piece molecular cluster, C16H40BFO7PS overall at a distorted geometry from the Open Molecules 2025 dataset. Energies are from ωB97M-V with the def2-TZVPD basis set.

Each line ends with the Mulliken charge.
Positions of all 67 atoms, in Å:
O 4.71839 -4.67264 -1.08371  -0.52
C 4.19340 -3.80683 -1.79150  -0.05
C 3.40297 -2.54761 -1.20817  -0.11
C 2.03686 -2.47514 -2.03374  -0.13
C 0.88996 -1.47691 -1.53944  0.02
O -0.25804 -2.19216 -2.06182  -0.65
B -0.04318 -3.53160 -1.45251  0.63
F -0.56189 -3.40235 -0.06770  -0.34
P -1.22009 -4.92154 -2.16406  -0.02
S -0.82175 -6.65216 -1.32216  -0.52
O 1.40069 -3.73465 -1.60516  -0.44
H 4.22707 -3.91285 -2.93044  0.26
H 4.00814 -1.59449 -1.22778  0.37
H 3.13642 -2.80263 -0.13686  0.11
H 2.14254 -2.65987 -3.14649  0.18
H 1.04307 -1.48135 -0.41176  0.08
H 0.89261 -0.40248 -1.90144  0.10
H -2.55884 -4.47041 -1.85715  0.00
H -1.00706 -4.96079 -3.58670  0.00
C 2.42873 3.51152 -0.17179  -1.48
C 2.06217 2.05541 0.06737  0.84
C 1.10971 1.90889 1.24267  -1.13
O 3.24820 1.30361 0.32217  -0.42
H 2.93412 3.93516 0.70267  0.37
H 3.12243 3.59940 -1.01196  0.38
H 1.54092 4.11129 -0.38674  0.33
H 1.60139 1.64061 -0.83184  -0.06
H 1.56885 2.27732 2.16642  0.44
H 0.86481 0.85695 1.40942  0.28
H 0.18245 2.46034 1.07048  0.14
H 3.66241 1.66285 1.11585  0.30
C -2.58463 1.05543 -1.30674  -1.25
C -2.37638 2.41255 -0.65260  0.69
C -3.63625 3.26115 -0.72343  -1.32
O -1.30628 3.09556 -1.30717  -0.49
H -2.83440 1.16815 -2.36683  0.33
H -1.66946 0.46013 -1.25927  0.23
H -3.38738 0.49993 -0.81651  0.36
H -2.08388 2.27579 0.39147  0.24
H -3.92227 3.44945 -1.76384  0.37
H -3.46844 4.23761 -0.25989  0.35
H -4.47040 2.77145 -0.21530  0.24
H -1.55488 3.22109 -2.23067  0.32
C -8.36734 1.82413 0.08518  -1.26
C -7.57696 1.94296 1.37889  0.32
C -8.33269 2.75957 2.41571  -1.24
O -6.31935 2.56034 1.11223  -0.51
H -8.54636 2.81070 -0.35425  0.33
H -7.80849 1.24493 -0.65371  0.32
H -9.33115 1.33776 0.25432  0.39
H -7.37016 0.94625 1.77592  0.26
H -8.51060 3.77799 2.05568  0.33
H -7.74910 2.84614 3.33542  0.32
H -9.29548 2.30112 2.65453  0.37
H -6.48959 3.44303 0.76046  0.34
C 7.41706 -0.92922 1.92330  -1.34
C 6.09654 -1.68248 1.86425  0.47
C 6.17617 -2.99944 2.62049  -1.33
O 5.75496 -1.93648 0.50602  -0.38
H 8.21988 -1.51359 1.46263  0.34
H 7.34862 0.00902 1.36678  0.31
H 7.69795 -0.70390 2.95555  0.40
H 5.30127 -1.06326 2.28740  0.21
H 6.93632 -3.65442 2.18345  0.33
H 5.22548 -3.53399 2.56024  0.33
H 6.41991 -2.83620 3.67379  0.40
H 6.45032 -2.48412 0.12039  0.27

Net charge = -1
2S+1 = 1


Number 1: HOMO level -13.18 eV, gap between HOMO and LUMO 6.21 eV. Number 2: HOMO level -9.42 eV, gap between HOMO and LUMO 5.42 eV. Number 3: HOMO level -4.10 eV, gap between HOMO and LUMO 6.28 eV.